[1]
12 unconnected molecules or ions with the total composition C3H30N2O11 in a non-equilibrium geometry, computed with the ωB97M-V functional and the def2-TZVPD basis.

Properties
E_tot = -1069.3883 hartree
SMILES = CC/N=C\N.O.O.O.O.O.O.O.O.O.O.O
Energy above the lowest of the compared OMol25 structures with the same formula, charge and spin = 2.9106 eV

Each line ends with the Löwdin charge.
Geometry (Å):
C: -3.0286 -2.1719 -0.1778  -0.080
C: -3.2713 -1.6900 1.2558  -0.271
N: -1.0498 -1.6413 3.1207  0.068
C: -1.6039 -0.5193 2.4881  -0.288
N: -2.4120 -0.5112 1.5008  0.007
H: -3.2778 -3.2139 -0.3949  0.079
H: -2.1113 -1.7612 -0.5164  0.006
H: -3.8433 -1.6740 -0.7642  0.087
H: -3.2323 -2.5376 1.9250  0.090
H: -4.2043 -1.1206 1.3937  0.111
H: -1.0966 -2.5635 2.7085  0.092
H: -0.7328 -1.6369 4.0638  0.081
H: -1.1715 0.3625 2.9907  0.118
H: -0.7410 3.3500 0.5152  0.030
H: -0.5460 4.4138 -0.4188  0.060
O: -0.5302 3.4493 -0.4472  -0.066
H: 3.6760 -0.3610 0.4520  0.028
H: 4.5837 -1.2779 -0.4070  0.024
O: 4.3442 -1.1144 0.5180  -0.095
H: 2.2912 2.2007 -0.6710  0.063
H: 1.1645 1.4530 0.0607  0.012
O: 2.1111 1.3949 -0.1476  -0.067
H: -0.8381 0.3297 -3.3496  -0.004
H: -0.0818 -0.1639 -4.7630  0.048
O: -0.4878 0.5175 -4.2251  -0.049
H: -0.2771 -1.7120 -3.0102  0.000
H: 0.2497 -2.5312 -1.6773  0.013
O: -0.2421 -2.5253 -2.5058  -0.046
H: 0.9032 2.5887 2.6521  0.022
H: 0.0753 3.7922 2.2805  0.056
O: 0.2147 2.8726 2.0259  -0.080
H: 2.5724 -1.7170 -1.2382  0.031
H: 2.2046 -0.5180 -2.0771  0.022
O: 2.8276 -1.2619 -2.0681  -0.065
H: -1.1948 1.0812 -0.6969  0.059
H: -1.2507 -0.2809 -0.9303  0.027
O: -0.7606 0.4796 -1.3270  -0.070
H: 2.6581 1.2130 1.8393  0.020
H: 2.3075 0.4378 3.0373  0.058
O: 2.2633 1.3454 2.7143  -0.056
H: 0.3117 2.4353 -2.0597  0.000
H: 1.1252 1.8966 -3.2114  0.026
O: 1.1947 2.5204 -2.4740  -0.076
H: 0.4480 -0.5364 0.1503  0.004
H: 0.1975 -1.6779 1.3922  0.014
O: 0.2615 -1.4152 0.4737  -0.048



[2]
12 unconnected molecules or ions with the total composition C3H32NO12 in a non-equilibrium geometry, computed with the ωB97M-V functional and the def2-TZVPD basis.

Properties
Net charge = +1
E_tot = -1090.9003 hartree
Energy above the lowest of the compared OMol25 structures with the same formula, charge and spin = 0.0000 eV

Each line ends with the Löwdin charge.
Geometry (Å):
C: 0.9669 -0.1761 -0.2183  -0.140
C: 0.7517 0.7389 -1.3961  -0.151
C: 1.4132 0.2485 -2.7212  -0.172
O: 1.2266 -1.1620 -2.7859  -0.113
N: -0.2133 0.1024 0.7224  0.191
H: 1.8637 0.1450 0.2665  0.075
H: 0.8472 -1.2393 -0.3518  0.100
H: -0.3317 0.8789 -1.6024  0.093
H: 0.9238 1.8015 -1.2013  0.115
H: 0.7249 0.4898 -3.5516  0.131
H: 2.4292 0.5913 -2.9196  0.122
H: 1.7915 -1.6610 -2.1822  0.054
H: -1.0874 0.3886 0.2740  0.103
H: -0.0400 0.7803 1.4690  0.147
H: -0.6013 -0.7484 1.1887  0.108
H: -1.2420 -2.8755 -0.9835  0.088
H: -1.6545 -1.5651 -1.5978  0.037
O: -1.3758 -1.9439 -0.7390  -0.057
H: -4.5689 -0.5708 0.8189  0.081
H: -4.0913 0.9179 0.6827  0.051
O: -4.2745 0.1025 0.1945  -0.036
H: 3.8188 -2.1780 -0.9947  0.067
H: 3.2849 -3.2837 -1.6859  0.073
O: 3.0266 -2.7375 -0.9205  -0.046
H: 3.2496 -1.5204 1.7501  0.052
H: 3.1778 -0.1848 2.5818  0.037
O: 2.8037 -0.6694 1.8374  -0.058
H: -0.4499 0.8648 4.8052  0.053
H: -0.5856 -0.5216 4.3347  0.051
O: -0.2906 0.3414 4.0100  -0.052
H: 2.5255 2.2756 0.1899  0.023
H: 3.3541 3.4275 0.6380  0.076
O: 2.5780 2.9194 0.8986  -0.027
H: 2.7833 2.1385 2.5416  -0.009
H: 1.6050 1.8955 3.5025  0.005
O: 2.5594 1.8932 3.4579  -0.063
H: -2.1926 -2.5170 1.8053  0.066
H: -2.2801 -1.2743 0.8584  0.000
O: -2.2218 -1.5540 1.7948  -0.067
H: -2.7321 1.4168 -2.2946  0.065
H: -3.4022 0.3740 -1.1199  0.028
O: -2.6236 0.8694 -1.5157  -0.097
H: -0.2802 -1.7815 -3.1039  0.000
H: -1.2161 -1.8113 -4.3226  0.054
O: -1.1536 -2.1216 -3.4154  -0.073
H: -2.9707 2.4798 -0.3468  0.027
H: -3.2031 3.3849 0.7828  0.064
O: -2.6228 2.6307 0.5651  -0.081



[3]
12 unconnected molecules or ions with the total composition C3H33N2O11S2 in a non-equilibrium geometry, computed with the ωB97M-V functional and the def2-TZVPD basis.

Properties
Net charge = +1
E_tot = -1867.2980 hartree
Energy above the lowest of the compared OMol25 structures with the same formula, charge and spin = 2.3243 eV

Each line ends with the Löwdin charge.
Geometry (Å):
S: 1.4861 3.2126 2.2923  0.392
S: 1.7990 1.4067 1.2864  0.460
C: 0.5740 0.9871 0.0034  -0.500
C: -0.2026 -0.2865 0.2378  -0.375
C: -1.5243 -0.4827 -0.6506  -0.186
N: -1.5446 -1.8830 -1.1284  -0.007
N: -0.5423 -0.5103 1.6588  0.170
H: 0.2090 3.1789 2.5185  -0.262
H: 1.2154 1.1351 -0.8826  0.052
H: -0.2343 1.8794 -0.2982  0.143
H: 0.5699 -1.1945 -0.0515  0.170
H: -1.5088 0.2854 -1.5034  0.096
H: -2.5365 -0.4124 -0.0188  0.140
H: -0.9859 -2.3899 -0.4662  -0.018
H: -1.0487 -1.9578 -2.0819  0.067
H: -1.0380 -1.3879 1.7501  0.118
H: -1.0992 0.2339 2.2331  0.180
H: 0.4118 -0.6321 2.1702  0.146
H: -0.0705 -4.4693 0.5190  0.049
H: 0.9015 -3.4579 0.1941  0.046
O: 0.0117 -3.5412 0.5595  -0.027
H: 2.7772 -2.2501 -1.3386  0.006
H: 3.2998 -1.5004 -0.1284  -0.051
O: 3.0683 -2.2812 -0.4314  0.023
H: -0.2844 -1.9754 -4.5579  0.128
H: -0.4630 -0.9234 -3.4345  0.053
O: -0.0181 -1.8387 -3.6042  -0.098
H: -3.0121 -3.0875 1.0060  0.116
H: -4.2595 -2.7048 1.7034  0.035
O: -3.3900 -2.3834 1.6505  -0.061
H: -0.2070 1.1051 -3.8343  0.064
H: -1.6234 1.1388 -3.1681  0.042
O: -1.0678 0.6186 -3.7542  -0.051
H: 2.3391 1.5600 -4.1326  0.016
H: 2.1908 0.5143 -3.3063  -0.038
O: 1.8260 1.3499 -3.4179  0.013
H: 3.2631 -2.0721 3.0744  -0.006
H: 2.6047 -2.1892 1.8854  0.028
O: 2.4149 -2.3143 2.8547  -0.032
H: -2.8001 3.7253 -1.8001  0.043
H: -2.0138 3.2411 -0.4062  -0.092
O: -2.2156 3.2253 -1.2646  0.005
H: -2.3241 3.6497 2.1703  0.130
H: -2.4892 2.0644 1.9271  -0.003
O: -2.2301 2.8707 1.4994  -0.078
H: -4.2305 0.2503 3.0838  0.092
H: -3.1803 -0.7556 2.4044  -0.015
O: -3.2746 -0.0535 3.0997  -0.100
H: 3.0263 -1.9803 -3.4837  0.098
H: 1.4376 -1.6059 -3.3780  0.013
O: 2.3912 -1.3370 -3.0518  -0.136



[4]
13 unconnected molecules or ions with the total composition C3H33N2O14 in a non-equilibrium geometry, computed with the ωB97M-V functional and the def2-TZVPD basis.

Properties
Expectation value of S² = 0.75
E_tot = -1296.8733 hartree
2S+1 = 2

Each line ends with the Löwdin spin population.
Geometry (Å):
N: -1.1250 -1.9575 -1.3968  0.040
C: 0.1447 -1.3108 -0.8913  0.088
C: 1.1551 -2.3558 -0.2542  0.050
O: 0.8367 -3.7473 -0.4743  0.023
C: -0.1900 -0.2434 0.1224  0.368
N: 0.4786 0.9642 -0.1528  0.132
O: -0.7184 -0.4352 1.2499  0.183
H: -1.3357 -1.5089 -2.2912  0.002
H: -0.9803 -2.9924 -1.3608  0.005
H: -1.9330 -1.7941 -0.7217  0.002
H: 0.8232 -0.9771 -1.6901  0.003
H: 2.0716 -2.1643 -0.8533  0.001
H: 1.2507 -2.1950 0.8169  0.004
H: 1.1138 -4.3300 0.2342  0.007
H: 0.8906 1.4965 0.5934  0.012
H: 0.9137 1.2201 -1.0577  0.003
H: -2.9012 -0.2541 0.1396  0.004
H: -2.6040 -1.1574 1.2404  0.000
O: -2.9710 -1.2041 0.3072  0.012
H: 0.2223 2.4209 -2.4541  0.000
H: 0.0026 2.7795 -3.8943  0.000
O: -0.3550 2.1832 -3.2131  0.002
H: 2.9542 1.4884 -3.3740  0.000
H: 2.2929 0.7977 -2.3555  0.000
O: 2.0156 1.3176 -3.1452  0.001
H: 3.4807 -0.2369 1.6614  0.001
H: 1.9336 -0.5058 1.7908  0.002
O: 2.7418 -0.7533 1.3247  0.007
H: -1.7125 4.3700 0.5064  0.000
H: -1.6340 2.9219 0.3157  0.000
O: -1.1595 3.6347 0.8017  0.001
H: 3.2691 -0.1124 -0.4254  0.002
H: 4.3899 -0.7532 -1.2622  0.000
O: 3.5158 -0.3416 -1.3381  0.002
H: -0.3588 1.3960 4.2869  0.001
H: -0.5741 0.6251 3.0104  0.001
O: 0.1276 1.0604 3.5261  0.006
H: 1.4792 3.0159 2.4390  0.000
H: 0.7175 3.5481 1.2155  0.000
O: 1.6016 3.2656 1.5135  0.004
H: -2.2149 -2.6734 3.3479  0.000
H: -1.2143 -1.5084 3.0929  0.001
O: -2.1626 -1.7707 3.0306  0.002
H: -1.4708 0.1738 -3.8019  0.001
H: -2.9077 -0.1598 -3.4363  0.001
O: -2.0461 -0.5716 -3.5715  0.007
H: -3.0804 3.0255 -1.7676  0.000
H: -1.6730 2.3331 -2.0159  0.000
O: -2.4440 2.3903 -1.4187  0.005
H: 1.0002 -2.5561 3.9813  0.002
H: 0.8409 -0.9883 3.6316  0.002
O: 0.4390 -1.8650 3.6291  0.008



[5]
14 unconnected molecules or ions with the total composition C3H33O14 in a non-equilibrium geometry, computed with the ωB97M-V functional and the def2-TZVPD basis.

Properties
Net charge = -1
E_tot = -1187.4982 hartree
Energy above the lowest of the compared OMol25 structures with the same formula, charge and spin = 0.7371 eV

Each line ends with the Löwdin charge.
Geometry (Å):
C: -6.6420 -33.6030 3.4340  -0.076
C: -5.4350 -33.4100 2.6250  -0.533
C: -5.6150 -33.4360 1.0870  -0.037
O: -4.8710 -32.1550 3.0550  -0.356
H: -7.1990 -32.6860 3.4200  0.046
H: -6.2540 -33.7510 4.4500  0.076
H: -7.2570 -34.4960 3.3700  0.085
H: -4.7470 -34.1860 2.9370  0.128
H: -4.5290 -33.6040 0.8790  0.101
H: -6.1440 -32.5350 0.7350  0.061
H: -6.1060 -34.3640 0.7390  0.087
O: -9.5160 -32.8200 0.2610  -0.040
H: -9.5860 -33.7410 0.4390  0.044
H: -8.6520 -32.6190 -0.1410  -0.001
O: -6.4110 -31.0970 5.5060  -0.063
H: -7.2720 -30.6340 5.5170  0.050
H: -6.5130 -31.7500 4.7980  -0.027
O: -2.0600 -32.4330 3.2130  -0.075
H: -2.9900 -32.6200 3.0680  -0.023
H: -1.8680 -31.5100 2.9300  0.046
O: -7.4810 -32.3750 -1.3100  -0.048
H: -6.7140 -32.6800 -0.7680  0.021
H: -7.2820 -31.4690 -1.5100  0.037
O: -7.6220 -29.4240 0.3660  -0.067
H: -7.7570 -28.5360 0.6540  0.015
H: -7.3110 -29.8610 1.1590  -0.051
O: -3.4510 -31.0290 1.1320  -0.079
H: -3.9590 -31.1790 0.3470  -0.035
H: -3.9560 -31.5160 1.7990  -0.030
O: -3.8350 -30.0550 4.4530  -0.050
H: -4.1580 -30.8630 4.1200  -0.063
H: -3.7000 -29.4980 3.6760  0.032
O: -6.8620 -30.2830 2.6800  -0.044
H: -7.6270 -30.9190 2.5780  0.027
H: -6.1300 -30.8200 2.7670  -0.044
O: -4.0800 -33.0300 5.7990  -0.025
H: -4.3330 -32.8830 4.9190  -0.054
H: -4.8490 -33.2010 6.3280  0.017
O: -4.6000 -31.1640 -1.3690  -0.033
H: -3.7270 -31.0210 -1.7530  0.066
H: -4.9120 -30.2630 -1.3100  0.054
O: -1.3410 -32.8820 0.3120  -0.053
H: -1.9250 -32.2190 0.6240  -0.047
H: -0.7080 -32.4860 -0.2800  0.016
O: -9.3830 -31.3400 2.4430  -0.060
H: -9.5240 -31.9080 1.6600  0.008
H: -9.9600 -30.5940 2.3210  0.068
O: -10.4460 -32.2410 4.9120  -0.054
H: -10.0240 -32.2680 4.0690  -0.033
H: -9.8640 -32.6560 5.5380  0.020



[6]
15 unconnected molecules or ions with the total composition C3H34NO16S in a non-equilibrium geometry, computed with the ωB97M-V functional and the def2-TZVPD basis.

Properties
Net charge = -1
E_tot = -1791.6300 hartree
Energy above the lowest of the compared OMol25 structures with the same formula, charge and spin = 0.0000 eV

Each line ends with the Löwdin charge.
Geometry (Å):
C: -0.2887 -1.9145 1.0744  -0.247
C: 0.1071 -3.1952 0.2220  -0.490
S: 1.6438 -4.1176 0.7469  0.656
N: -0.1316 -0.6013 0.4581  0.071
C: -0.7014 -0.3882 -0.8477  -0.660
O: -1.6473 -1.0756 -1.2684  -0.031
O: -0.3083 0.6573 -1.4365  -0.115
H: -1.3785 -2.0809 1.3627  0.110
H: 0.3166 -1.9583 1.9999  0.100
H: -0.4994 -4.1129 0.3541  0.052
H: 0.1754 -2.8041 -0.7724  0.005
H: 2.6829 -3.2175 0.7564  -0.175
H: 0.8921 -0.3842 0.4488  0.120
H: -3.4237 1.7047 -0.7708  0.031
H: -3.1799 0.2028 -0.9604  0.015
O: -3.8896 0.8178 -0.6185  -0.119
H: -1.0840 2.1989 -1.2962  0.025
H: -1.8166 3.3998 -1.8946  0.054
O: -1.9305 2.7264 -1.2062  -0.077
H: -1.7602 -2.5189 -2.8054  0.067
H: -0.3447 -2.9663 -2.4459  -0.019
O: -0.9405 -2.9568 -3.1901  -0.074
H: -3.5317 -2.5019 0.7591  0.007
H: -2.7598 -2.3356 -0.6126  0.016
O: -3.0132 -2.9342 0.1227  -0.060
H: 0.2442 0.2252 2.9551  0.015
H: -1.3272 0.0744 2.7938  0.047
O: -0.5838 0.4053 3.4005  -0.087
H: 2.7499 2.1065 2.7386  0.058
H: 2.8759 1.6377 1.2816  -0.013
O: 2.6824 2.4038 1.8255  -0.047
H: 2.7689 -0.0304 -0.7355  0.047
H: 3.0894 1.5710 -0.7270  0.085
O: 3.2273 0.7106 -0.2103  -0.142
H: 1.0705 1.6996 -1.3886  -0.002
H: 1.4584 2.4689 -2.5719  0.059
O: 1.6792 2.4152 -1.6395  -0.057
H: 3.5058 -0.3239 0.9481  -0.010
H: 4.5470 -1.0789 1.8625  0.031
O: 3.6358 -1.1274 1.5568  -0.113
H: 0.0587 -0.9967 -4.2008  0.015
H: -0.1264 0.4125 -3.1678  0.087
O: 0.3741 -0.1679 -3.8738  -0.099
H: 1.4817 3.8234 1.5405  -0.003
H: 0.8135 3.4031 0.2461  -0.017
O: 0.7228 4.0018 0.9791  -0.064
H: -1.0847 2.3236 3.4470  0.013
H: -1.4424 3.2748 2.1799  0.049
O: -1.7586 2.8982 3.0404  -0.095
H: 2.0320 -1.9629 -1.9693  0.046
H: 1.5996 -0.7446 -2.7809  0.053
O: 1.9329 -1.0255 -1.8701  -0.060
H: -2.9536 1.3227 2.4351  0.003
H: -3.0703 0.1782 1.4070  0.034
O: -3.3911 0.4575 2.3186  -0.098